A | 63
Properties=species:S:1:pos:R:3 method="wB97M-V/def2-TZVPD" molar_mass_da=682.0 homo_lumo_gap_ev="4.218 / 4.155" lumo_ha="-0.0558 / -0.0559" e_homo_ev="-5.738 / -5.677"
C 4.199 -3.437 3.250
C 2.770 4.482 1.781
O -5.819 -2.980 -5.599
H -0.948 -5.073 -2.152
H -4.026 3.360 -3.163
H 4.186 -1.529 0.489
C -2.478 -3.958 -3.149
H 2.407 5.451 2.106
C -2.411 -1.602 -2.674
H 0.331 2.202 4.232
H -0.350 5.311 1.137
H -0.039 -3.090 -0.963
H 3.782 -0.473 4.633
O 2.013 1.618 1.778
O 0.203 1.791 -0.704
H 1.986 2.619 4.657
C -4.019 -0.003 -3.658
H 1.165 -2.320 4.301
C -4.635 -1.066 -4.297
Si 1.534 3.116 2.236
H 3.843 -4.374 2.836
H 5.225 -3.306 2.923
Si 3.104 -1.964 2.723
H -1.532 4.102 0.542
H 3.074 -2.873 0.387
N -2.159 0.726 -2.278
N -1.371 -1.770 -1.823
C -2.573 1.977 -2.391
Te 1.727 -0.603 -0.208
Ni -0.768 -0.072 -0.976
C -1.392 -4.102 -2.303
C 1.289 -2.289 3.222
C -4.450 1.351 -3.749
C -2.864 -0.256 -2.864
H -5.337 1.579 -4.324
H -5.500 -0.894 -4.917
S -0.268 1.325 0.608
N -4.837 -3.346 -4.944
C 3.779 -0.379 3.551
H 2.529 1.959 -0.193
H -1.977 2.736 -1.905
C -3.030 -2.681 -3.357
C -3.732 2.321 -3.112
C 1.125 2.928 4.074
C 2.626 1.201 0.578
C -0.876 -2.999 -1.648
H 4.212 -3.542 4.330
H 2.962 4.554 0.712
H -2.904 -4.809 -3.653
C -4.155 -2.380 -4.194
H 3.681 1.008 0.781
O -4.455 -4.521 -4.947
H 0.944 -3.242 2.829
H 4.800 -0.175 3.242
C -0.475 4.333 0.673
O 0.061 3.323 1.495
O -1.710 1.138 0.645
H 0.788 3.877 4.478
H 3.722 4.311 2.274
C 3.208 -1.880 0.810
H 3.174 0.486 3.304
H 0.015 4.323 -0.301
H 0.628 -1.517 2.832

=====

B | 63
Properties=species:S:1:pos:R:3 method="wB97M-V/def2-TZVPD" molar_mass_da=682.0 homo_lumo_gap_ev="3.769 / 3.825" lumo_ha="-0.0375 / -0.0381" e_homo_ev="-4.788 / -4.863"
H 1.059 -5.174 -1.153
H 3.236 -4.600 -4.129
C 0.814 -2.169 -2.120
H 2.607 -3.024 -4.603
H -2.223 -2.688 1.806
H -4.130 2.927 1.496
C 1.090 3.177 1.268
O -0.167 7.897 1.388
C -1.528 -0.863 -0.715
H -3.862 -3.287 1.552
H 1.494 -4.341 -4.243
H -1.442 -0.026 -0.024
N 1.720 1.997 1.069
H -1.397 -0.532 -1.742
C -2.793 -3.554 -1.437
H 3.779 5.254 1.483
H 4.197 -1.595 -2.388
H -3.073 5.165 1.452
H 4.906 3.042 1.243
H -2.917 -3.389 -2.508
C 3.053 1.968 1.053
C -3.053 3.023 1.482
Si -3.072 -1.964 -0.416
O 1.830 -0.558 2.784
C 2.043 -4.737 -0.956
H 3.513 1.005 0.875
H 2.057 -4.382 0.076
H -2.711 0.907 1.589
C -0.333 3.170 1.375
C 3.828 3.123 1.235
Ni 0.486 0.500 1.405
N -0.907 6.920 1.349
N -0.927 1.944 1.437
H -3.503 -4.328 -1.146
C -1.064 4.389 1.411
H -1.791 -3.959 -1.285
Te -0.092 -2.313 -0.186
C -0.310 5.620 1.406
H 1.592 6.539 1.489
H 3.895 -1.949 -0.688
H -4.775 -0.125 -0.638
S 1.124 -1.501 1.969
H 0.101 -2.444 -2.897
H -3.581 -1.605 2.007
H -4.606 -1.020 -2.149
C -3.202 -2.432 1.406
C 3.966 -2.393 -1.681
H -5.500 -1.722 -0.808
C -2.263 1.892 1.509
C 1.794 4.402 1.370
O -2.121 7.036 1.246
C -2.469 4.279 1.453
C 2.437 -3.880 -3.947
O 1.441 -1.199 0.391
Si 2.382 -3.298 -2.146
C 1.074 5.593 1.439
H 2.783 -5.534 -1.027
H 1.065 -1.110 -2.193
C -4.627 -1.118 -1.063
O 1.425 -2.902 2.100
C 3.213 4.337 1.374
H 4.809 -3.086 -1.679
O -0.371 -1.308 1.979

=====

Energies, relative to the best one, in hartree: A 0.0000; B 0.0970.

=====

A | 50
Properties=species:S:1:pos:R:3 method="wB97M-V/def2-TZVPD" smiles="CCOc1ccccc1N1CCN(C(=O)CC(C)(C)C)CC1" molar_mass_da=304.4 homo_lumo_gap_ev=8.234 lumo_ha=0.0262 e_homo_ev=-7.522
H -0.329 3.170 -0.811
H 0.831 -0.826 0.677
C 0.371 2.810 -1.565
H -4.763 -0.206 -0.350
H 1.502 1.305 -3.330
H 0.367 -2.561 2.328
C -1.302 -3.132 -2.544
H 0.392 3.521 -2.402
C -1.266 0.983 -1.576
C 1.773 2.706 -0.927
C -0.420 -0.017 2.951
C -3.800 0.134 -0.698
H 2.029 -2.453 2.914
H -2.218 2.881 -1.806
H -2.286 -2.685 -2.667
N -0.060 1.501 -2.021
H 0.368 -3.056 -1.179
O -0.418 -1.235 -1.269
H 1.938 1.215 3.639
C -2.749 -0.762 -0.792
H -1.081 -0.474 2.217
C -2.355 1.857 -1.495
H 2.564 2.871 -1.663
C 1.024 -2.051 3.030
H 2.506 -0.696 1.236
C 2.068 0.394 -1.430
H -1.407 -4.213 -2.501
N 1.931 1.375 -0.379
H 0.683 -2.275 4.039
H -0.796 -0.248 3.946
C 1.498 -0.287 1.352
H -0.443 1.059 2.814
H 3.084 0.451 -1.841
H 2.952 -0.231 3.700
C -3.599 1.451 -1.058
C -0.637 -2.630 -1.267
H -0.695 -2.871 -3.408
C 1.526 1.162 0.905
H 1.595 -0.057 4.815
H -1.211 -2.938 -0.384
C 1.010 -0.537 2.790
H -2.922 -1.786 -0.499
H -4.409 2.163 -1.009
C -1.492 -0.366 -1.221
C 1.028 0.714 -2.537
H 0.646 -0.202 -2.980
C 1.934 0.141 3.801
H 1.906 -0.607 -1.045
H 1.875 3.429 -0.118
O 1.254 2.108 1.621

=====

B | 50
Properties=species:S:1:pos:R:3 method="wB97M-V/def2-TZVPD" smiles="CC(C)CCNC(=O)c1cccc(C(=O)NCCC(C)C)c1" molar_mass_da=304.4 homo_lumo_gap_ev=8.878 lumo_ha=0.0065 e_homo_ev=-8.701
O 3.821 2.142 -0.492
H 2.315 4.548 -1.371
H 4.456 0.233 -1.053
H -1.765 -1.793 -0.237
C -5.014 -2.274 -1.532
H 4.275 -3.036 2.377
O -2.898 2.786 1.776
H 1.718 -1.156 1.837
H 3.671 -0.695 -2.341
H -3.137 -0.612 1.709
C 3.857 -1.765 0.923
H 4.180 -2.423 -1.157
C -2.079 2.132 0.849
H 4.766 -3.433 0.997
H -4.354 0.438 -0.919
C -3.948 -1.954 -0.642
N 2.589 0.695 -1.067
H -2.203 -1.032 -1.806
C 1.394 3.975 -0.605
H -4.783 -3.183 -2.038
C -3.433 -0.049 1.056
H -4.924 -1.498 -2.536
C 1.549 2.678 -0.479
C -4.283 -0.415 0.000
C 0.280 1.919 0.217
C 2.843 -0.791 1.767
C 0.237 4.672 -0.588
C -0.957 4.173 0.202
N -2.252 0.922 0.760
H 2.958 0.137 1.631
H 2.975 -0.772 2.907
H -1.739 4.761 0.304
C 3.941 -3.126 1.501
H -2.226 -2.866 -1.467
H 3.016 -3.549 1.668
H -5.421 -0.179 0.359
H -6.071 -2.266 -1.051
H -4.212 -2.407 0.400
H 0.515 0.873 0.435
H 4.760 -1.201 1.081
C -0.796 2.560 0.415
C 3.543 -1.581 -0.598
H 0.209 5.780 -0.561
H -3.879 0.710 1.809
C -2.492 -1.878 -0.931
H -1.590 0.250 0.113
H 1.546 0.145 -1.102
H 2.548 -2.039 -0.652
C 3.692 -0.399 -1.218
C 2.801 1.841 -0.652

=====

Energies, relative to the best one, in hartree: A 0.0000; B 0.5589.

=====

A | 9
Properties=species:S:1:pos:R:3 method="wB97M-V/def2-TZVPD" molar_mass_da=70.1 homo_lumo_gap_ev="3.464 / 5.313" charge=-1 lumo_ha="0.0866 / 0.1253" e_homo_ev="-1.107 / -1.904"
N 0.687 2.097 -1.369
H -0.283 0.071 -0.539
C -0.334 -1.558 0.879
O 1.202 2.736 -2.341
C -0.523 -0.318 0.450
H -0.155 2.711 -1.124
H -0.301 0.524 1.199
H -0.291 -3.573 1.688
C -0.002 -2.690 1.159

=====

B | 9
Properties=species:S:1:pos:R:3 method="wB97M-V/def2-TZVPD" molar_mass_da=70.1 homo_lumo_gap_ev=7.781 charge=-1 lumo_ha=0.1622 e_homo_ev=-3.367
O 0.225 3.437 0.196
H 0.004 3.035 -1.608
H -0.806 -1.924 1.491
C -0.299 -2.083 0.624
N 0.715 2.813 -0.815
C -0.022 -0.674 0.059
C 0.232 0.348 -0.504
H -0.807 -2.552 -0.249
H 0.758 -2.400 0.805

=====

Energies, relative to the best one, in hartree: A 0.0064; B 0.0000.